C5H10O | ωB97M-V/def2-TZVPD

Geometry as XYZ:
```
16
Properties=species:S:1:pos:R:3:forces:R:3:nbo_charge:R:1
C 1.2159 -0.3356 1.2466 4.186 -3.596 -0.334 -0.6250
C 1.0546 0.6091 0.0492 0.081 -0.541 0.815 -0.4112
C -0.3963 0.8886 -0.0523 -0.227 -0.178 -0.624 -0.2521
C -1.0390 0.6886 -1.3843 -0.747 0.166 -0.377 -0.4393
C -1.3054 -0.2909 -0.2947 0.474 -2.854 -0.735 0.0856
O -0.7919 -1.7817 -0.6443 -0.768 3.581 0.541 -0.7510
H 0.5076 -0.9123 1.8594 -1.019 0.907 -0.994 0.2216
H 1.8542 0.0875 2.0273 0.249 0.050 -0.210 0.2057
H 1.8621 -1.3166 0.7784 -1.375 2.570 1.547 0.2001
H 1.6710 1.5127 0.1902 -0.411 -0.236 0.042 0.2157
H 1.4487 0.1233 -0.8576 -0.399 0.137 0.342 0.2179
H -0.7804 1.6820 0.5893 -0.042 -0.314 -0.015 0.2238
H -1.8385 1.3580 -1.6749 -0.054 -0.115 -0.149 0.2158
H -0.3917 0.3581 -2.1962 -0.169 0.017 0.251 0.2315
H -2.2694 -0.3454 0.2126 0.282 0.013 -0.319 0.1957
H -0.8013 -2.3254 0.1514 -0.062 0.393 0.219 0.4652
```
Forces are in eV/Å.

As for the orbital gap: 10.77 eV. The relative energy (zero: lowest compared OMol25 entry of this formula, charge and spin) comes out at 2.760 eV. Its SMILES is CC[C@H]1C[C@H]1O. As for the maximum force: 5.53 eV/Å. The spin multiplicity is 1. As for the LUMO energy: 0.993 eV.